C24H40BN7ORu as an isolated structure at a distorted geometry, computed with ωB97M-V/def2-TZVPD.

```
! RIJCOSX wB97M-V def2-TZVPD def2/J DEFGRID3
* xyz 4 5
Ru -0.181 0.972 0.359
C -0.749 -4.466 1.059
C -0.924 -3.061 1.410
C -1.641 -2.574 2.518
C -1.609 -1.187 2.439
N -0.884 -0.852 1.341
N -0.478 -1.982 0.723
B 0.316 -2.010 -0.617
N -0.503 -1.195 -1.633
N -0.783 0.097 -1.336
C -1.499 0.626 -2.347
C -1.680 -0.371 -3.319
C -1.028 -1.521 -2.827
C -0.931 -2.827 -3.483
C -1.951 2.050 -2.363
C -1.347 2.759 -3.595
C -3.483 2.127 -2.545
C -1.548 2.751 -1.059
N 1.683 -1.284 -0.456
N 1.792 0.035 -0.205
C 3.096 0.388 -0.270
C 3.839 -0.770 -0.555
C 2.914 -1.814 -0.680
C 3.216 -3.210 -0.994
C 3.655 1.765 -0.102
C 4.902 2.016 -0.957
C 2.635 2.875 -0.335
C 4.237 1.825 1.358
C -2.321 -0.245 3.376
C -1.372 0.353 4.447
C -3.330 -0.999 4.267
C -3.050 0.844 2.593
H -1.198 -5.099 1.822
H -1.218 -4.699 0.098
H 0.300 -4.750 0.950
H -2.126 -3.186 3.252
H 0.467 -3.112 -0.983
H -2.208 -0.299 -4.250
H -1.460 -2.815 -4.432
H 0.108 -3.108 -3.676
H -1.348 -3.630 -2.872
H -1.694 2.321 -4.531
H -1.654 3.802 -3.603
H -0.258 2.691 -3.592
H -3.807 1.722 -3.503
H -3.996 1.563 -1.766
H -3.798 3.169 -2.516
H -0.441 2.596 -0.842
H -1.680 3.831 -1.145
H -2.207 2.424 -0.234
H 4.899 -0.864 -0.690
H 4.292 -3.373 -0.980
H 2.744 -3.903 -0.300
H 2.859 -3.485 -1.992
H 4.608 2.052 -2.012
H 5.339 2.986 -0.731
H 5.677 1.263 -0.845
H 2.147 2.749 -1.303
H 1.884 2.925 0.461
H 3.141 3.838 -0.345
H 5.085 1.156 1.492
H 4.574 2.839 1.554
H 3.458 1.535 2.066
H -0.469 -0.242 4.558
H -1.162 1.397 4.213
H -1.833 0.395 5.438
H -2.855 -1.720 4.931
H -3.924 -0.308 4.866
H -4.054 -1.524 3.630
H -2.348 1.397 1.945
H -3.831 0.420 1.964
H -3.511 1.556 3.273
O 0.317 2.524 2.659
N 0.187 1.848 1.756
*
```

Its total energy is -1515.0849 hartree. As for the HOMO energy (spin up / spin down): -21.39 / -21.38 eV. The calculation puts the LUMO energy (spin up / spin down) at -12.93 / -16.43 eV. The calculation puts the energy relative to the best compared isomer or geometry (same formula, charge and spin) at 142.9 kJ/mol.